# C20H59CrO19

C20H59CrO19 as an isolated structure (ωB97M-V with the def2-TZVPD basis set, the OMol25 dataset).

Its expectation value of S² is 6.015. For the highest occupied orbital energy (alpha / beta), the calculation gives -11.06 / -11.06 eV. For the HOMO-LUMO gap (alpha / beta), the calculation gives 6.82 / 6.88 eV.

Structure (ORCA input):
```
! RIJCOSX wB97M-V def2-TZVPD def2/J DEFGRID3
* xyz 1 5
Cr 1.70 1.55 3.98
C 1.17 -0.98 1.20
C 0.22 0.15 1.60
O 0.79 1.28 2.18
H 2.05 -1.07 1.83
H 1.57 -0.72 0.22
H 0.65 -1.93 1.07
H -0.66 -0.27 2.12
H -0.28 0.49 0.67
C 3.20 3.02 -0.21
C 3.84 3.42 -1.57
O 5.25 3.22 -1.49
O 1.90 2.49 -0.50
H 3.22 3.91 0.42
H 3.81 2.20 0.20
H 3.59 4.49 -1.64
H 3.39 2.88 -2.40
H 5.50 2.58 -2.17
H 1.51 2.20 0.35
C 2.38 -1.15 5.18
C 2.72 -0.26 6.34
O 2.50 1.09 5.93
O 1.32 -0.46 4.42
H 2.18 -2.15 5.54
H 3.22 -1.06 4.49
H 3.81 -0.35 6.50
H 2.39 -0.52 7.35
H 2.82 1.75 6.57
H 0.89 -1.12 3.86
C -3.85 0.08 1.75
C -3.97 -1.40 2.10
O -5.27 -1.96 2.21
O -4.54 0.86 2.74
H -4.15 0.17 0.71
H -2.78 0.30 1.77
H -3.39 -1.67 3.01
H -3.48 -1.97 1.29
H -5.79 -1.43 2.83
H -4.06 0.65 3.55
C -2.45 0.98 -3.48
C -3.44 2.09 -3.79
O -3.20 3.19 -2.90
O -1.13 1.48 -3.70
H -2.60 0.26 -4.28
H -2.64 0.65 -2.46
H -4.48 1.74 -3.76
H -3.29 2.41 -4.83
H -3.97 3.77 -2.94
H -1.05 2.34 -3.26
C -0.01 -4.40 -1.75
C -0.24 -5.24 -2.95
O -0.65 -6.55 -2.57
O -1.28 -4.17 -1.12
H 0.61 -3.54 -2.05
H 0.63 -5.04 -1.12
H 0.64 -5.37 -3.60
H -0.93 -4.75 -3.65
H -0.86 -7.01 -3.39
H -1.17 -3.89 -0.21
C 4.20 0.03 2.19
C 5.70 0.16 2.16
O 6.08 1.43 2.70
O 3.68 0.85 3.27
H 3.91 -0.99 2.39
H 3.69 0.34 1.27
H 6.09 -0.05 1.16
H 6.17 -0.59 2.81
H 7.02 1.57 2.53
H 4.35 1.55 3.44
C -2.39 3.52 1.63
C -3.28 4.58 2.20
O -3.01 5.87 1.63
O -1.06 3.56 2.08
H -2.44 3.58 0.53
H -2.84 2.58 1.97
H -3.21 4.59 3.29
H -4.32 4.38 1.93
H -2.16 5.85 1.19
H -0.57 2.77 1.80
C -3.10 -2.63 -3.67
C -4.10 -3.74 -3.79
O -3.60 -4.98 -3.28
O -2.89 -2.22 -2.37
H -3.59 -1.82 -4.23
H -2.18 -2.78 -4.25
H -4.32 -3.93 -4.84
H -4.99 -3.46 -3.22
H -3.34 -4.88 -2.36
H -2.27 -2.73 -1.82
C 1.55 -0.20 -2.82
C 1.61 0.04 -4.32
O 0.47 -0.57 -4.91
O 2.78 0.35 -2.23
H 1.53 -1.27 -2.58
H 0.71 0.34 -2.37
H 2.55 -0.41 -4.61
H 1.53 1.10 -4.53
H -0.28 -0.12 -4.50
H 2.47 1.07 -1.65
*
```